(1)
Molecular formula: C45H56BN7O6S4V
Method: DFT, ωB97M-V with the def2-TZVPD basis set

Cartesian coordinates (Å):
1 V -1.26 0.35 0.51
2 C -0.60 1.87 -1.42
3 C -1.98 1.60 -1.50
4 C -2.60 2.15 -0.35
5 C -1.59 2.74 0.45
6 C -0.36 2.58 -0.23
7 H 0.12 1.54 -2.15
8 H -2.48 1.05 -2.28
9 H -3.63 2.02 -0.07
10 H -1.72 3.13 1.45
11 H 0.60 2.87 0.17
12 C 5.94 1.05 1.21
13 C 4.87 0.47 0.32
14 C 3.76 1.24 -0.03
15 C 2.76 0.72 -0.83
16 C 2.85 -0.59 -1.29
17 C 3.95 -1.37 -0.95
18 C 4.95 -0.83 -0.16
19 S 1.54 -1.29 -2.26
20 O 1.30 -0.36 -3.35
21 O 2.02 -2.61 -2.67
22 N 0.30 -1.26 -1.33
23 C -0.30 -2.28 -0.69
24 C -0.13 -3.66 -0.94
25 C -0.90 -4.57 -0.25
26 C -1.84 -4.13 0.68
27 C -1.95 -2.77 0.88
28 N -1.20 -1.87 0.24
29 H 5.49 1.56 2.07
30 H 6.56 1.77 0.67
31 H 6.59 0.27 1.60
32 H 3.67 2.25 0.35
33 H 1.89 1.31 -1.07
34 H 4.00 -2.39 -1.31
35 H 5.80 -1.45 0.12
36 H 0.60 -3.97 -1.68
37 H -0.78 -5.63 -0.45
38 H -2.48 -4.82 1.22
39 H -2.67 -2.36 1.58
40 C 1.52 -0.62 -6.62
41 C 1.46 -2.10 -6.96
42 C 0.11 -2.74 -6.63
43 C -0.15 -2.95 -5.12
44 N -1.18 -2.10 -4.53
45 C -2.34 -2.57 -4.03
46 S -3.18 -1.87 -2.76
47 N -2.83 -3.74 -4.59
48 C -2.92 -3.97 -6.02
49 C -4.30 -3.63 -6.58
50 C -4.73 -2.17 -6.38
51 C -3.85 -1.17 -7.11
52 H 2.49 -0.19 -6.91
53 H 1.39 -0.45 -5.55
54 H 0.74 -0.07 -7.15
55 H 2.24 -2.65 -6.43
56 H 1.66 -2.24 -8.03
57 H 0.03 -3.70 -7.14
58 H -0.68 -2.11 -7.05
59 H 0.77 -2.78 -4.57
60 H -0.44 -3.98 -4.94
61 H -0.83 -1.30 -4.01
62 H -3.64 -4.04 -4.07
63 H -2.70 -5.02 -6.24
64 H -2.16 -3.38 -6.53
65 H -5.04 -4.28 -6.10
66 H -4.31 -3.88 -7.65
67 H -4.73 -1.94 -5.31
68 H -5.77 -2.07 -6.72
69 H -2.83 -1.18 -6.73
70 H -4.22 -0.15 -6.97
71 H -3.82 -1.37 -8.18
72 C 4.50 2.72 6.40
73 C 5.04 1.40 5.85
74 C 5.21 0.43 7.03
75 C 6.42 1.68 5.23
76 C 4.12 0.79 4.79
77 C 4.44 -0.45 4.24
78 C 3.67 -1.05 3.24
79 C 2.55 -0.37 2.81
80 O 1.64 -0.71 1.87
81 B 0.63 0.31 1.82
82 O 1.05 1.29 2.80
83 C 2.20 0.85 3.37
84 C 2.97 1.45 4.34
85 H 5.18 3.10 7.17
86 H 3.52 2.59 6.85
87 H 4.42 3.48 5.62
88 H 5.85 0.87 7.80
89 H 5.65 -0.51 6.72
90 H 4.24 0.21 7.48
91 H 7.10 2.11 5.97
92 H 6.33 2.37 4.39
93 H 6.87 0.76 4.85
94 H 5.33 -0.97 4.58
95 H 3.94 -2.00 2.81
96 H 2.66 2.41 4.74
97 N -2.84 6.70 4.52
98 C -3.56 5.58 4.02
99 C -4.38 4.84 4.87
100 C -5.09 3.75 4.37
101 C -5.00 3.42 3.04
102 C -4.20 4.16 2.18
103 C -3.48 5.24 2.67
104 S -5.82 1.97 2.39
105 O -6.60 2.41 1.26
106 O -6.55 1.40 3.51
107 N -4.63 1.09 1.86
108 C -3.81 0.48 2.72
109 S -4.20 0.08 4.40
110 C -2.65 -0.66 4.59
111 C -1.97 -0.58 3.43
112 N -2.59 0.07 2.38
113 H -2.59 6.58 5.49
114 H -2.01 6.88 3.97
115 H -4.44 5.10 5.92
116 H -5.71 3.15 5.03
117 H -4.10 3.88 1.14
118 H -2.84 5.80 2.01
119 H -2.32 -1.10 5.51
120 H -0.98 -0.97 3.26

The calculation puts the energy above the lowest of the compared OMol25 structures with the same formula, charge and spin at 0.297 eV. The value obtained for the frontier orbital gap (spin up / spin down) is 0.1752 / 0.2248 hartree. The net charge is -2. The calculation puts the HOMO energy (spin up / spin down) at -1.110 / -2.461 eV. As for the spin multiplicity: 4.

Löwdin population analysis, charges in e, atoms 1 to 8:
1 V 0.69
2 C -0.19
3 C -0.19
4 C -0.21
5 C -0.20
6 C -0.20
7 H 0.07
8 H 0.06

---

(2)
Molecular formula: C32H41Cl3F2N3O2OsSi4Te
Method: DFT, ωB97M-V with the def2-TZVPD basis set

Cartesian coordinates (Å):
1 Os -1.07 1.79 0.15
2 F -1.51 -0.08 5.26
3 C -1.12 0.91 4.44
4 C -1.24 0.73 3.08
5 C -0.84 1.74 2.20
6 C -0.35 2.95 2.75
7 C -0.23 3.06 4.13
8 F 0.25 4.19 4.69
9 C -0.60 2.05 5.00
10 C -0.10 4.06 1.81
11 C 0.45 5.31 2.11
12 C 0.59 6.25 1.10
13 C 0.18 5.96 -0.19
14 C -0.36 4.71 -0.42
15 N -0.48 3.80 0.54
16 H -1.67 -0.20 2.73
17 H -0.50 2.18 6.07
18 H 0.77 5.53 3.11
19 H 1.03 7.21 1.33
20 H 0.28 6.67 -1.00
21 H -0.71 4.42 -1.41
22 Cl -7.76 1.98 -3.01
23 C -6.09 2.06 -2.54
24 C -5.76 2.56 -1.29
25 C -4.43 2.61 -0.93
26 Cl -3.99 3.19 0.64
27 C -3.41 2.18 -1.78
28 O -2.13 2.24 -1.46
29 C -3.79 1.66 -3.03
30 Cl -2.55 1.08 -4.07
31 C -5.12 1.60 -3.41
32 H -6.53 2.90 -0.61
33 H -5.39 1.20 -4.38
34 C -2.55 -3.85 -2.06
35 Si -1.50 -4.34 -0.59
36 C -2.61 -4.60 0.91
37 C -0.61 -5.94 -1.00
38 Si 0.08 -2.65 -0.05
39 Te -1.62 -0.73 -0.21
40 Si 1.66 -2.49 -1.82
41 C 0.73 -2.31 -3.43
42 C 2.59 -4.12 -1.75
43 C 2.94 -1.12 -1.69
44 Si 1.00 -3.08 2.10
45 C 2.44 -1.93 2.50
46 C -0.27 -2.97 3.46
47 C 1.62 -4.85 1.98
48 H -3.26 -4.65 -2.26
49 H -1.95 -3.71 -2.97
50 H -3.12 -2.93 -1.89
51 H -3.45 -5.25 0.63
52 H -3.03 -3.66 1.28
53 H -2.08 -5.09 1.72
54 H -1.33 -6.76 -0.98
55 H 0.18 -6.19 -0.29
56 H -0.18 -5.91 -2.00
57 H 0.12 -3.19 -3.65
58 H 1.43 -2.19 -4.25
59 H 0.06 -1.44 -3.42
60 H 1.93 -4.99 -1.74
61 H 3.23 -4.17 -0.86
62 H 3.24 -4.19 -2.62
63 H 2.51 -0.14 -1.88
64 H 3.69 -1.31 -2.46
65 H 3.45 -1.11 -0.72
66 H 2.11 -0.90 2.62
67 H 3.22 -1.97 1.74
68 H 2.88 -2.24 3.46
69 H -0.63 -1.95 3.62
70 H 0.19 -3.31 4.40
71 H -1.14 -3.61 3.27
72 H 2.31 -5.01 1.14
73 H 0.79 -5.55 1.87
74 H 2.15 -5.11 2.90
75 N 4.59 4.22 -2.81
76 C 3.31 4.19 -2.37
77 O 2.46 4.98 -2.73
78 C 2.97 3.11 -1.38
79 C 3.82 2.68 -0.37
80 C 3.35 1.76 0.55
81 C 2.04 1.32 0.44
82 N 1.22 1.74 -0.53
83 C 1.68 2.61 -1.42
84 H 4.85 4.93 -3.47
85 H 5.25 3.49 -2.60
86 H 4.82 3.08 -0.28
87 H 3.97 1.40 1.36
88 H 1.62 0.61 1.15
89 H 1.00 2.94 -2.20

The calculation puts the energy above the lowest of the compared OMol25 structures with the same formula, charge and spin at 0.580 eV. The value obtained for the frontier orbital gap (spin up / spin down) is 0.2834 / 0.2086 hartree. The net charge is +1. The calculation puts the HOMO energy (spin up / spin down) at -10.513 / -10.533 eV. As for the spin multiplicity: 5.

Löwdin population analysis, charges in e, atoms 1 to 8:
1 Os 1.17
2 F 0.09
3 C -0.26
4 C -0.08
5 C -0.30
6 C -0.13
7 C -0.21
8 F 0.08

---

(3)
Molecular formula: C33H72F16N12O33S16
Method: DFT, ωB97M-V with the def2-TZVPD basis set

Cartesian coordinates (Å):
1 C -4.42 22.75 7.53
2 C -3.43 21.56 7.72
3 C -4.00 20.69 8.79
4 C -5.06 19.67 8.36
5 C -4.59 18.90 7.13
6 C -4.20 19.72 5.90
7 N -3.24 20.82 6.36
8 O -2.33 21.42 5.40
9 C -5.46 20.29 5.20
10 C -3.47 18.67 4.89
11 C -1.90 21.93 8.13
12 H -4.12 23.36 6.68
13 H -4.23 23.41 8.38
14 H -5.47 22.47 7.52
15 H -4.35 21.38 9.56
16 H -3.17 20.28 9.38
17 H -5.90 20.26 8.00
18 H -5.54 19.17 9.20
19 H -5.34 18.21 6.76
20 H -3.88 18.14 7.45
21 H -5.15 20.91 4.35
22 H -6.23 20.94 5.61
23 H -6.01 19.41 4.86
24 H -2.57 18.18 5.27
25 H -3.06 19.22 4.05
26 H -4.08 17.87 4.47
27 H -1.21 22.43 7.44
28 H -1.34 20.99 8.15
29 H -1.87 22.39 9.12
30 C -2.60 25.75 6.27
31 C -1.84 24.69 5.52
32 C -1.07 25.40 4.39
33 N -0.43 24.45 3.33
34 C -1.55 23.65 2.63
35 C 0.53 23.47 4.11
36 C 1.70 23.15 3.16
37 C 1.59 24.19 2.00
38 C 0.47 25.20 2.37
39 H -3.17 25.38 7.13
40 H -3.34 26.18 5.60
41 H -1.88 26.54 6.45
42 H -2.61 23.98 5.21
43 H -1.17 24.12 6.16
44 H -0.23 25.91 4.86
45 H -1.74 26.10 3.90
46 H -1.03 22.92 2.01
47 H -2.22 24.30 2.06
48 H -2.12 23.08 3.36
49 H 0.05 22.60 4.56
50 H 0.98 24.09 4.89
51 H 1.52 22.23 2.60
52 H 2.69 23.09 3.62
53 H 1.11 23.66 1.18
54 H 2.56 24.58 1.68
55 H -0.14 25.57 1.55
56 H 0.81 26.11 2.87
57 C 1.13 26.46 -1.69
58 C 2.18 26.99 -0.66
59 C 1.53 28.20 0.06
60 N 2.45 28.99 1.06
61 C 2.85 28.16 2.30
62 C 3.72 29.48 0.31
63 C 4.16 30.74 0.86
64 C 2.84 31.41 1.19
65 C 1.82 30.35 1.53
66 H 0.97 25.41 -1.43
67 H 1.53 26.57 -2.70
68 H 0.16 26.97 -1.69
69 H 3.08 27.42 -1.10
70 H 2.69 26.29 -0.01
71 H 0.69 27.88 0.68
72 H 1.18 28.82 -0.77
73 H 3.32 28.82 3.03
74 H 3.37 27.31 1.86
75 H 1.79 28.05 2.53
76 H 4.55 28.80 0.51
77 H 3.56 29.59 -0.76
78 H 4.74 30.55 1.76
79 H 4.76 31.35 0.18
80 H 2.80 32.12 2.02
81 H 2.37 31.91 0.34
82 H 1.66 30.34 2.60
83 H 0.83 30.61 1.14
84 C -2.27 25.92 10.15
85 C -2.65 27.37 9.85
86 C -1.46 28.10 9.21
87 N -1.67 29.65 8.95
88 C -1.70 30.35 10.35
89 C -2.97 30.07 8.23
90 C -2.71 31.46 7.73
91 C -1.21 31.53 7.56
92 C -0.56 30.16 7.98
93 H -1.49 25.79 10.90
94 H -2.08 25.34 9.24
95 H -3.17 25.53 10.61
96 H -2.90 27.89 10.76
97 H -3.47 27.36 9.14
98 H -1.06 27.52 8.37
99 H -0.53 28.23 9.76
100 H -2.04 31.38 10.26
101 H -0.70 30.26 10.76
102 H -2.34 29.83 11.07
103 H -3.78 29.92 8.95
104 H -3.16 29.39 7.40
105 H -2.92 32.28 8.42
106 H -3.30 31.52 6.81
107 H -0.87 32.40 8.11
108 H -0.95 31.67 6.51
109 H 0.33 30.18 8.60
110 H -0.33 29.55 7.10
111 N 6.97 25.24 1.92
112 S 6.08 24.68 2.92
113 O 4.66 25.12 2.92
114 O 6.65 24.09 4.19
115 F 6.12 23.24 2.08
116 S 7.30 26.62 2.94
117 O 8.42 26.68 3.84
118 O 6.17 27.49 3.24
119 F 7.92 27.49 1.75
120 N 3.87 26.03 7.61
121 S 3.76 25.98 6.08
122 O 3.23 27.15 5.42
123 O 3.56 24.73 5.43
124 F 5.34 26.13 5.72
125 S 2.28 26.37 7.86
126 O 1.27 25.48 7.36
127 O 2.12 27.80 8.06
128 F 2.17 25.81 9.34
129 N -0.68 28.20 2.84
130 S -1.01 29.04 4.05
131 O -2.12 28.55 4.91
132 O -0.69 30.45 3.89
133 F 0.33 28.56 4.90
134 S -1.84 28.86 1.81
135 O -1.23 29.44 0.69
136 O -3.05 29.44 2.37
137 F -2.34 27.43 1.17
138 N 6.54 22.68 -1.25
139 S 7.22 21.27 -1.41
140 O 6.60 20.32 -2.32
141 O 7.91 20.76 -0.20
142 F 8.41 21.83 -2.39
143 S 5.04 22.07 -0.69
144 O 4.97 21.18 0.41
145 O 4.09 21.99 -1.74
146 F 4.60 23.43 0.05
147 N -6.25 25.16 3.31
148 S -6.81 24.91 4.87
149 O -5.97 25.29 6.00
150 O -7.80 23.83 5.10
151 F -7.83 26.14 4.78
152 S -6.01 23.70 2.96
153 O -7.14 23.00 2.43
154 O -5.11 23.05 3.89
155 F -5.08 24.08 1.63
156 N -0.39 19.18 6.87
157 S 1.13 19.12 6.21
158 O 1.36 18.14 5.21
159 O 2.25 19.34 7.12
160 F 1.09 20.62 5.56
161 S -0.21 18.14 7.97
162 O 0.29 18.53 9.23
163 O -0.03 16.75 7.60
164 F -1.76 18.13 8.40
165 N -0.31 18.54 0.43
166 S 0.27 18.80 2.06
167 O -0.71 19.21 3.07
168 O 1.62 19.31 2.23
169 F 0.59 17.26 2.45
170 S -0.98 19.83 0.54
171 O -0.14 21.02 0.55
172 O -2.35 19.97 0.96
173 F -1.23 19.69 -1.09
174 N -2.22 22.54 -2.48
175 S -3.46 22.53 -1.36
176 O -4.73 23.00 -1.81
177 O -3.14 22.40 0.08
178 F -3.72 20.96 -1.51
179 S -1.88 23.92 -1.99
180 O -1.29 24.11 -0.69
181 O -2.69 25.00 -2.53
182 F -0.64 24.24 -2.96

The value obtained for the frontier orbital gap is 0.1264 hartree. The net charge is -4. The calculation puts the HOMO energy at -1.197 eV. As for the spin multiplicity: 1.

Löwdin population analysis, charges in e, atoms 1 to 8:
1 C 0.01
2 C -0.37
3 C -0.16
4 C -0.14
5 C -0.16
6 C -0.37
7 N 0.20
8 O 0.16

---

(4)
Molecular formula: C4H7NO
Method: DFT, ωB97M-V with the def2-TZVPD basis set

Cartesian coordinates (Å):
1 C 1.18 1.29 0.73
2 C 0.46 -0.03 -0.94
3 O 0.14 0.37 0.37
4 C -1.93 -1.42 0.40
5 C -1.23 -1.39 -0.70
6 N -0.39 -1.10 -1.55
7 H 1.96 0.76 1.28
8 H 1.67 1.81 -0.12
9 H 0.70 2.05 1.34
10 H 1.48 -0.42 -0.94
11 H 0.33 0.85 -1.59
12 H -2.75 -0.72 0.51
13 H -1.61 -2.05 1.21

The structure (SMILES) is C=C=NCOC. The calculation puts the energy above the lowest of the compared OMol25 structures with the same formula, charge and spin at 3.378 eV. The value obtained for the frontier orbital gap is 0.3677 hartree. The net charge is 0. The calculation puts the HOMO energy at -9.041 eV. As for the spin multiplicity: 1.

Löwdin population analysis, charges in e, atoms 1 to 8:
1 C -0.10
2 C -0.27
3 O -0.19
4 C 0.01
5 C -0.21
6 N 0.10
7 H 0.09
8 H 0.09

---

(5)
Molecular formula: C7H9N3OSe
Method: DFT, ωB97M-V with the def2-TZVPD basis set

Cartesian coordinates (Å):
1 C -1.21 3.32 -2.78
2 C -0.28 3.02 -2.09
3 C 0.07 -2.32 0.37
4 C -0.92 -1.54 1.14
5 C 0.55 -0.17 -0.59
6 C -1.76 -2.28 2.13
7 C 0.86 2.65 -1.29
8 N -1.08 -0.27 0.99
9 N -0.34 0.43 0.13
10 N 0.78 -1.51 -0.52
11 O 0.29 -3.50 0.45
12 Se 1.59 0.87 -1.77
13 H -2.04 3.62 -3.34
14 H 2.84 0.59 1.81
15 H 2.79 0.47 1.04
16 H -2.80 -2.28 1.81
17 H -1.71 -1.78 3.09
18 H -1.40 -3.30 2.21
19 H 0.59 2.57 -0.24
20 H 1.69 3.35 -1.45
21 H 1.50 -1.95 -1.09

The calculation puts the energy above the lowest of the compared OMol25 structures with the same formula, charge and spin at 0.000 eV. The value obtained for the frontier orbital gap is 0.3350 hartree. The net charge is 0. The calculation puts the HOMO energy at -8.985 eV. As for the spin multiplicity: 1.

Löwdin population analysis, charges in e, atoms 1 to 8:
1 C 0.12
2 C -0.24
3 C -0.40
4 C -0.25
5 C -0.69
6 C -0.02
7 C -0.46
8 N 0.09

---

(6)
Molecular formula: C4H11N4
Method: DFT, ωB97M-V with the def2-TZVPD basis set

Cartesian coordinates (Å):
1 C -0.90 -0.32 0.79
2 C -1.56 0.13 -1.62
3 C -0.06 1.63 -0.38
4 C -1.26 0.74 -0.29
5 N 2.74 -1.94 0.69
6 N 1.89 -1.05 1.02
7 N 0.88 -0.85 0.30
8 N -1.15 -0.58 1.92
9 H -0.70 -0.33 -2.15
10 H -1.91 0.97 -2.33
11 H -2.35 -0.44 -1.83
12 H -0.23 2.15 -1.40
13 H 0.84 1.03 -0.66
14 H 0.14 2.26 0.54
15 H -2.15 1.24 0.24
16 H 3.60 -1.99 1.30
17 H 0.87 -1.25 -0.68
18 H -0.62 -0.98 2.69
19 H 1.94 -0.41 1.84

The calculation puts the energy above the lowest of the compared OMol25 structures with the same formula, charge and spin at 2.844 eV. The value obtained for the frontier orbital gap (spin up / spin down) is 0.3065 / 0.3196 hartree. The net charge is +1. The calculation puts the HOMO energy (spin up / spin down) at -11.761 / -15.246 eV. As for the spin multiplicity: 3.

Löwdin population analysis, charges in e, atoms 1 to 8:
1 C -0.11
2 C -0.07
3 C -0.07
4 C -0.38
5 N 0.14
6 N -0.23
7 N 0.09
8 N 0.26

---

(7)
Molecular formula: C9H21F5OP2Pt
Method: DFT, ωB97M-V with the def2-TZVPD basis set

Cartesian coordinates (Å):
1 Pt 0.19 -0.15 -0.39
2 H -0.83 -0.78 0.91
3 H -0.84 0.24 1.06
4 P -0.04 -2.53 -0.66
5 P -0.04 2.18 -0.66
6 C 1.48 3.09 -0.28
7 H 1.33 4.14 -0.53
8 H 1.71 3.03 0.78
9 H 2.31 2.68 -0.84
10 C -0.35 2.53 -2.41
11 H -1.30 2.07 -2.72
12 H -0.40 3.61 -2.56
13 H 0.46 2.12 -3.01
14 C -1.38 3.06 0.20
15 H -1.25 3.02 1.28
16 H -1.37 4.11 -0.11
17 H -2.35 2.61 -0.04
18 C -0.17 -2.92 -2.44
19 H -0.25 -4.00 -2.61
20 H -1.06 -2.43 -2.86
21 H 0.71 -2.54 -2.96
22 C 1.39 -3.52 -0.11
23 H 1.49 -3.45 0.98
24 H 1.27 -4.57 -0.39
25 H 2.31 -3.14 -0.58
26 C -1.47 -3.41 0.06
27 H -2.40 -2.95 -0.28
28 H -1.48 -4.47 -0.25
29 H -1.43 -3.37 1.15
30 C 1.85 -0.23 0.55
31 O 2.94 -0.30 0.98
32 H 0.89 -0.19 -1.93
33 F 0.48 2.42 2.19
34 C 0.37 1.06 2.27
35 F 1.48 0.60 2.88
36 C -0.81 0.68 3.14
37 F -0.63 1.28 4.34
38 F -2.00 1.10 2.60
39 F -0.84 -0.69 3.29

The calculation puts the energy above the lowest of the compared OMol25 structures with the same formula, charge and spin at 0.803 eV. The value obtained for the frontier orbital gap (spin up / spin down) is 0.1859 / 0.2317 hartree. The net charge is 0. The calculation puts the HOMO energy (spin up / spin down) at -4.469 / -7.039 eV. As for the spin multiplicity: 3.

Löwdin population analysis, charges in e, atoms 1 to 8:
1 Pt 0.56
2 H 0.01
3 H 0.01
4 P 0.61
5 P 0.60
6 C -0.25
7 H 0.05
8 H 0.03

---

| no. | E (a.u.) |
| --- | --- |
| 1 | -5144.91392 |
| 2 | -4655.62132 |
| 3 | -12408.69994 |
| 4 | -286.50752 |
| 5 | -2912.94779 |
| 6 | -377.51845 |
| 7 | -1731.91668 |